(1)
63
Properties=species:S:1:pos:R:3:lowdin_charge:R:1 method="wB97M-V/def2-TZVPD" max_force_ha_per_bohr=0.11309 homo_lumo_gap_ha=0.2669 charge=+1 homo_energy_ha=-0.442
O -2.914 1.931 -0.396 -0.2878
V -2.331 0.498 0.093 0.9393
O -3.585 -0.376 0.631 -0.2757
O 3.797 0.660 -0.127 -0.2957
V 2.216 1.028 -0.137 1.0719
O 2.082 2.435 -0.832 -0.2479
N 1.775 -3.149 -1.401 0.3533
H 1.526 -3.972 -0.871 0.1537
H 1.451 -2.378 -0.834 0.0627
H 1.379 -3.156 -2.330 0.1482
H 2.784 -3.198 -1.391 0.1557
C 0.163 -0.616 0.159 -1.0028
O 1.310 -1.073 0.326 -0.0729
O 0.076 0.607 -0.063 -0.0840
O -0.829 -1.262 0.318 -0.0101
O 2.297 -2.026 2.924 -0.0417
H 3.072 -2.486 2.601 0.0354
H 1.790 -1.827 2.137 -0.0218
O -2.760 -0.237 -1.949 -0.0360
H -2.703 -1.190 -2.017 0.0367
H -3.064 0.047 -2.811 0.1043
O -1.809 1.048 2.152 -0.0247
H -2.252 1.441 2.904 0.1146
H -1.001 0.683 2.514 0.0830
O -2.077 -3.003 -1.426 -0.0361
H -2.425 -3.683 -0.849 0.0626
H -1.472 -2.507 -0.876 -0.0216
C 1.830 1.690 -4.049 -0.0264
C 1.112 0.727 -3.143 -0.4951
C 0.316 -0.308 -3.898 -0.0346
O 2.036 0.040 -2.317 -0.0832
H 1.086 2.313 -4.545 0.1043
H 2.511 1.265 -4.786 0.0940
H 2.549 2.239 -3.440 0.0842
H 0.405 1.266 -2.512 0.1326
H -0.380 0.128 -4.615 0.1005
H -0.186 -0.950 -3.175 0.0635
H 0.953 -0.971 -4.484 0.0873
H 2.676 -0.300 -2.946 0.1228
C -0.135 4.105 0.956 -0.0513
C 1.091 5.018 1.094 -0.5003
C 1.448 5.809 -0.187 -0.0380
O 0.702 5.961 2.054 -0.0538
H -0.337 3.535 1.863 0.0701
H 0.100 3.381 0.176 0.0385
H -0.981 4.734 0.678 0.0971
H 1.905 4.417 1.503 0.1242
H 1.575 5.111 -1.015 0.0621
H 2.331 6.426 -0.022 0.0781
H 0.662 6.531 -0.408 0.0859
H 1.421 6.558 2.272 0.0944
C -2.188 -2.365 3.155 -0.0248
C -1.236 -3.656 3.010 -0.4145
C -1.960 -4.880 3.468 -0.0751
O -0.914 -3.857 1.593 -0.0789
H -2.322 -2.007 4.176 0.0781
H -3.209 -2.571 2.834 0.0809
H -1.822 -1.492 2.615 0.0231
H -0.357 -3.586 3.652 0.1242
H -2.053 -4.847 4.553 0.0888
H -1.374 -5.772 3.247 0.0843
H -2.957 -4.926 3.030 0.0850
H -0.796 -3.005 1.165 0.0098

---

(2)
65
Properties=species:S:1:pos:R:3:nbo_charge:R:1 method="wB97M-V/def2-TZVPD" max_force_ha_per_bohr=0.15003 homo_lumo_gap_ha=0.1486 charge=+1 homo_energy_ha=-0.355
Ca -1.804 -1.360 3.990 1.7017
C 0.939 0.116 -0.165 -0.6318
C -0.374 -0.475 -0.479 -0.0812
O -0.873 -1.384 0.473 -0.8705
H 1.631 -0.699 0.049 0.1945
H 0.900 0.542 0.838 0.1884
H 1.429 0.797 -0.860 0.2117
H -0.375 -0.925 -1.472 0.1552
H -1.052 0.377 -0.544 0.1226
C 7.382 -0.015 0.347 -0.2429
O 7.932 1.184 -0.170 -0.7354
H 6.299 0.074 0.434 0.1584
H 7.645 -0.954 -0.139 0.1813
H 7.739 -0.063 1.376 0.1596
H 7.358 1.948 -0.076 0.4786
C -3.734 1.745 -4.183 -0.2466
O -3.534 2.987 -3.515 -0.7230
H -4.317 1.089 -3.537 0.1483
H -4.243 1.881 -5.138 0.1720
H -2.739 1.305 -4.246 0.1923
H -4.386 3.419 -3.416 0.4574
C 4.406 4.324 1.445 -0.2514
O 5.805 4.635 1.500 -0.7316
H 4.179 3.830 2.391 0.1642
H 3.795 5.204 1.245 0.1626
H 4.133 3.715 0.583 0.1862
H 6.029 5.102 2.308 0.4705
C -3.560 -6.072 0.473 -0.2349
O -3.227 -5.277 -0.607 -0.7226
H -4.333 -5.725 1.159 0.1441
H -3.864 -7.067 0.148 0.1918
H -2.719 -6.072 1.166 0.1432
H -2.859 -4.417 -0.393 0.4789
C -5.832 0.824 1.874 0.7560
O -5.107 0.194 2.639 -0.7500
N -6.862 1.478 2.141 -0.7918
N -5.480 1.071 0.639 -0.8196
H -7.166 1.351 3.095 0.4047
H -7.172 2.274 1.601 0.4111
H -6.204 1.222 -0.049 0.3864
H -4.676 0.561 0.303 0.4055
C 1.070 -5.308 3.366 0.7503
O 0.626 -4.287 3.863 -0.7798
N 1.383 -5.392 2.107 -0.8038
N 1.291 -6.318 4.075 -0.7806
H 1.134 -4.682 1.433 0.4369
H 1.781 -6.301 1.918 0.3780
H 1.091 -6.403 5.061 0.4264
H 1.733 -7.042 3.528 0.3775
C -1.151 3.811 3.155 0.7666
O -1.451 2.747 3.578 -0.7087
N -0.326 4.780 3.579 -0.8514
N -1.635 4.258 2.070 -0.8133
H -0.269 5.718 3.210 0.4095
H 0.188 4.445 4.381 0.3956
H -2.445 3.724 1.790 0.4063
H -1.172 5.031 1.614 0.3965
C 2.014 0.348 -6.532 0.7537
O 1.944 1.557 -6.545 -0.6563
N 1.836 -0.445 -5.463 -0.8603
N 2.370 -0.382 -7.538 -0.8241
H 1.844 -0.019 -4.547 0.4089
H 1.631 -1.415 -5.655 0.3831
H 2.766 0.176 -8.281 0.4094
H 2.639 -1.346 -7.399 0.3858

---

(3)
67
Properties=species:S:1:pos:R:3:nbo_charge:R:1 method="wB97M-V/def2-TZVPD" max_force_ha_per_bohr=0.17910 homo_lumo_gap_ha=0.3237 homo_energy_ha=-0.344
N 1.663 1.021 1.891 -0.8554
C 2.136 0.367 0.899 0.7600
N 1.477 -0.762 0.618 -0.8966
O 3.308 0.805 0.295 -0.7803
H 2.263 1.793 2.287 0.4321
H 0.725 0.817 2.338 0.4080
H 1.926 -1.240 -0.229 0.4447
H 1.016 -1.240 1.379 0.3964
N -0.714 0.672 3.023 -0.8567
C -0.514 1.549 4.023 0.7816
N 0.419 1.069 4.853 -0.8215
O -1.125 2.768 4.163 -0.7181
H -1.437 0.805 2.365 0.4636
H -0.482 -0.297 3.223 0.3935
H 0.779 1.659 5.632 0.4273
H 1.071 0.321 4.564 0.3983
N -0.774 1.827 0.180 -0.8476
C -1.191 1.157 -0.836 0.7441
N -0.455 0.127 -1.121 -0.8963
O -2.351 1.429 -1.490 -0.7535
H -1.358 2.644 0.435 0.4365
H 0.155 1.644 0.595 0.4044
H -0.936 -0.586 -1.695 0.4582
H 0.313 -0.219 -0.534 0.4033
N 3.067 -0.690 -4.143 -0.8065
C 1.840 -0.455 -3.724 0.7660
N 1.846 0.327 -2.669 -0.8861
O 0.634 -0.962 -4.224 -0.7548
H 3.155 -1.393 -4.896 0.4294
H 3.883 -0.240 -3.721 0.4091
H 0.869 0.528 -2.445 0.4480
H 2.488 1.125 -2.459 0.4266
N 4.695 -1.464 -0.963 -0.8088
C 3.877 -2.448 -1.050 0.7492
N 2.694 -2.080 -1.445 -0.8799
O 4.259 -3.795 -0.872 -0.7474
H 5.656 -1.740 -0.680 0.4238
H 4.422 -0.489 -1.040 0.4258
H 1.958 -2.825 -1.634 0.4398
H 2.507 -1.175 -1.868 0.4194
C -3.092 -3.757 -2.875 -0.6353
C -2.561 -2.419 -3.333 -0.0688
O -1.306 -2.162 -2.719 -0.7607
H -4.082 -4.116 -3.297 0.2121
H -3.255 -3.729 -1.781 0.2053
H -2.348 -4.539 -2.999 0.2143
H -3.206 -1.588 -2.997 0.1737
H -2.438 -2.362 -4.481 0.1668
H -0.759 -1.813 -3.384 0.5071
C -2.174 -2.114 0.768 -0.2422
O -1.117 -2.832 0.119 -0.7304
H -3.040 -1.940 0.111 0.2117
H -1.682 -1.133 0.968 0.1440
H -2.361 -2.676 1.718 0.1721
H -0.209 -2.649 0.473 0.4488
C -3.663 2.323 1.926 -0.2738
O -3.183 1.061 1.514 -0.7668
H -4.270 2.064 2.839 0.1834
H -4.339 2.804 1.228 0.1871
H -2.838 3.048 2.305 0.1745
H -2.885 1.182 0.574 0.5004
C 0.541 4.577 2.323 -0.2389
O -0.831 4.645 2.225 -0.7511
H 1.029 4.648 3.262 0.1677
H 0.927 5.301 1.507 0.1824
H 0.628 3.582 1.993 0.1386
H -1.222 4.230 2.989 0.4980

---

(4)
67
Properties=species:S:1:pos:R:3:nbo_charge:R:1 method="wB97M-V/def2-TZVPD" max_force_ha_per_bohr=0.19868 homo_lumo_gap_ha=0.3017 homo_energy_ha=-0.332
N 29.801 -9.188 -0.943 -0.8400
C 30.414 -9.565 0.143 0.7429
N 29.786 -9.133 1.160 -0.8553
O 31.369 -10.425 0.223 -0.6683
H 30.134 -9.486 -1.884 0.4212
H 29.272 -8.320 -0.997 0.3973
H 30.137 -9.436 2.061 0.4539
H 29.310 -8.255 1.202 0.4108
N 27.483 -7.881 5.314 -0.8707
C 27.744 -7.926 4.042 0.7475
N 26.782 -8.429 3.351 -0.8443
O 29.023 -7.772 3.473 -0.7393
H 28.341 -7.564 5.836 0.4588
H 26.609 -7.709 5.804 0.4227
H 26.884 -8.598 2.315 0.4402
H 25.696 -8.338 3.595 0.4214
N 27.908 -11.047 1.316 -0.8767
C 27.324 -11.579 0.314 0.7625
N 27.863 -11.146 -0.797 -0.8429
O 26.100 -12.287 0.351 -0.8067
H 27.486 -11.211 2.275 0.4091
H 28.701 -10.426 1.263 0.4013
H 27.276 -11.403 -1.700 0.4138
H 28.534 -10.384 -0.757 0.3982
N 30.076 -8.471 6.179 -0.8962
C 30.270 -8.419 7.441 0.7425
N 29.161 -8.375 8.146 -0.8377
O 31.508 -8.240 8.076 -0.6994
H 30.807 -8.351 5.449 0.4668
H 29.475 -9.239 5.792 0.3977
H 29.217 -8.466 9.156 0.4107
H 28.216 -8.671 7.864 0.3792
N 26.943 -11.304 3.810 -0.8638
C 27.698 -11.637 4.824 0.7588
N 28.194 -10.643 5.468 -0.9248
O 27.881 -12.977 5.092 -0.7078
H 26.284 -12.047 3.554 0.4495
H 26.670 -10.330 3.603 0.4035
H 28.619 -10.787 6.436 0.4559
H 27.721 -9.708 5.246 0.4080
C 29.441 -14.866 2.661 -0.6119
C 28.254 -14.244 1.885 -0.0396
O 27.501 -15.287 1.318 -0.7291
H 29.200 -15.684 3.318 0.2148
H 29.903 -14.131 3.345 0.1970
H 30.129 -15.165 2.001 0.1955
H 28.622 -13.681 1.090 0.1462
H 27.626 -13.631 2.438 0.1527
H 26.937 -14.905 0.700 0.4737
C 32.345 -7.792 3.092 -0.2523
O 32.021 -8.482 4.310 -0.7574
H 31.399 -7.416 2.667 0.1627
H 32.852 -8.363 2.329 0.1763
H 32.949 -6.953 3.210 0.1845
H 31.496 -9.253 4.098 0.4958
C 30.791 -11.694 3.290 -0.2435
O 30.416 -10.372 3.663 -0.7884
H 31.751 -11.716 2.853 0.2055
H 30.090 -11.977 2.568 0.1803
H 30.787 -12.411 4.072 0.1829
H 29.588 -10.431 4.196 0.4968
C 30.250 -11.933 7.554 -0.2659
O 29.066 -11.356 7.940 -0.7099
H 30.837 -11.362 6.796 0.1641
H 29.930 -12.839 7.090 0.2115
H 30.869 -12.146 8.373 0.1838
H 29.226 -10.561 8.400 0.4735